(1)
Density functional theory data (ωB97M-V/def2-TZVPD) for a 2-piece molecular cluster, C2H3F3S overall.

As for the spin multiplicity: 1. The energy above the lowest of the compared OMol25 structures with the same formula, charge and spin comes out at 3.463 eV. Its lowest unoccupied orbital energy is -0.2 eV. For the HOMO energy, the calculation gives -9.93 eV.

Last column: Löwdin charge in e.
Atoms and positions in Å:
C 1.46 1.17 1.07  -0.305
C 0.02 -2.18 -1.20  -0.527
F 1.78 1.53 2.32  0.023
F 2.35 1.73 0.23  0.021
F -0.67 -3.14 -1.80  -0.106
S -0.88 -0.77 -1.04  0.782
H 1.53 0.07 0.98  0.115
H 0.46 1.56 0.84  0.110
H -2.06 -1.11 -1.59  -0.113

(2)
Density functional theory data (ωB97M-V/def2-TZVPD) for a 2-piece molecular cluster, C10H22NOP overall.

As for the spin multiplicity: 1. The energy above the lowest of the compared OMol25 structures with the same formula, charge and spin comes out at 4.364 eV. Its lowest unoccupied orbital energy (spin up / spin down) is 0.1 / 1.0 eV. For the HOMO energy (spin up / spin down), the calculation gives -6.50 / -6.80 eV.

Last column: Löwdin charge in e.
Atoms and positions in Å:
C 1.28 3.40 0.23  -0.102
C 1.16 3.29 -1.12  -0.105
C -4.25 0.92 0.48  -0.070
C 0.06 -2.60 -1.20  -0.043
C 2.01 -1.21 -1.53  -0.054
C -0.40 -1.66 1.95  -0.086
C 1.37 0.11 2.02  -0.093
C -3.62 -0.03 -0.47  -0.265
C 0.52 -1.11 -1.31  -0.472
C 0.75 -0.99 1.15  -0.427
N 0.20 -0.38 -0.17  -0.349
O -2.33 -0.23 -0.53  -0.352
P -1.05 0.69 0.08  1.004
H 1.59 4.35 0.73  0.043
H 1.22 2.52 0.99  0.034
H 1.47 4.14 -1.79  0.057
H -3.56 1.70 0.60  0.032
H -5.23 1.31 0.18  0.092
H -4.31 0.41 1.33  0.035
H -0.95 -2.78 -1.57  0.083
H 0.75 -3.16 -1.81  0.063
H 0.18 -2.98 -0.24  0.039
H 2.59 -2.11 -1.18  0.111
H 2.37 -0.35 -1.14  0.036
H 2.00 -1.23 -2.58  0.073
H -1.17 -2.17 1.41  0.064
H 0.05 -2.17 2.76  0.057
H -0.79 -0.74 2.53  0.087
H 2.38 0.29 1.64  0.071
H 1.45 0.01 3.17  0.114
H 0.66 0.87 1.65  -0.023
H 0.74 2.40 -1.62  0.012
H -4.11 -0.64 -1.21  0.105
H -0.04 -0.69 -2.09  0.113
H 1.47 -1.74 0.83  0.113

(3)
Density functional theory data (ωB97M-V/def2-TZVPD) for C30H37Br2N6OZr as an isolated structure.

As for the spin multiplicity: 1. The energy above the lowest of the compared OMol25 structures with the same formula, charge and spin comes out at 0.865 eV. Its lowest unoccupied orbital energy is -8.5 eV. As for the total charge: +3. For the HOMO energy, the calculation gives -15.33 eV.

Last column: Löwdin charge in e.
Atoms and positions in Å:
Zr -0.59 -0.11 0.03  1.884
C 1.50 -0.36 2.60  -0.037
N 0.39 0.44 2.02  -0.312
C 0.77 1.89 1.97  -0.040
C -0.81 0.23 2.87  -0.240
C -1.02 0.98 4.01  -0.014
C -2.18 0.80 4.75  -0.040
C -3.13 -0.11 4.30  -0.032
C -2.91 -0.87 3.16  0.004
C -1.71 -0.75 2.45  -0.231
N -1.38 -1.49 1.27  -0.112
C -2.29 -2.44 0.72  -0.228
C -2.95 -3.42 1.47  -0.013
C -3.86 -4.26 0.85  -0.026
C -4.13 -4.14 -0.50  -0.031
C -3.43 -3.22 -1.26  -0.011
C -2.51 -2.38 -0.65  -0.207
N -1.60 -1.51 -1.44  -0.315
C -2.35 -0.72 -2.47  -0.030
C -0.63 -2.42 -2.12  -0.034
H 1.63 -0.10 3.65  0.117
H 2.42 -0.15 2.06  0.050
H 1.25 -1.42 2.53  0.103
H 1.30 2.18 2.88  0.108
H -0.13 2.50 1.90  0.099
H 1.42 2.08 1.12  0.083
H -0.30 1.72 4.34  0.126
H -2.34 1.37 5.65  0.126
H -4.06 -0.24 4.84  0.128
H -3.67 -1.56 2.83  0.114
H -2.73 -3.52 2.52  0.129
H -4.38 -5.01 1.44  0.127
H -4.85 -4.79 -0.98  0.126
H -3.60 -3.17 -2.33  0.123
H -2.83 -1.38 -3.18  0.101
H -1.67 -0.07 -3.01  0.082
H -3.11 -0.12 -1.98  0.109
H -1.16 -3.19 -2.68  0.112
H -0.01 -2.92 -1.37  0.098
H -0.01 -1.86 -2.82  0.070
C 1.40 0.70 -3.25  -0.017
C 0.71 1.85 -2.58  -0.308
C 0.90 3.13 -3.10  0.014
C 0.25 4.20 -2.56  0.034
C -0.68 4.00 -1.52  -0.167
C -1.47 5.03 -0.94  -0.603
Br -1.26 6.81 -1.50  0.910
C -2.40 4.74 0.02  -0.122
C -2.59 3.41 0.43  -0.592
Br -3.87 3.02 1.73  0.923
C -1.85 2.39 -0.11  -0.370
O -2.05 1.09 0.25  -0.270
C -0.86 2.68 -1.06  -0.158
N -0.10 1.61 -1.55  0.028
H 2.49 0.82 -3.22  0.088
H 1.13 0.66 -4.30  0.117
H 1.12 -0.25 -2.80  0.026
H 1.57 3.27 -3.94  0.137
H 0.40 5.20 -2.95  0.103
H -3.00 5.53 0.45  0.118
N 5.52 -1.10 -0.48  0.077
C 4.61 -2.30 -0.61  -0.073
C 3.27 -1.99 0.03  -0.175
N 2.62 -0.78 -0.51  -0.056
C 3.53 0.37 -0.39  -0.191
C 4.89 0.14 -1.04  -0.076
H 6.41 -1.29 -0.96  0.196
H 5.77 -0.96 0.50  0.194
H 5.09 -3.15 -0.13  0.151
H 4.52 -2.51 -1.67  0.147
H 3.39 -1.85 1.11  0.117
H 2.62 -2.86 -0.10  0.135
H 2.44 -0.93 -1.50  0.075
H 3.67 0.59 0.67  0.116
H 3.08 1.26 -0.85  0.118
H 5.56 0.98 -0.86  0.150
H 4.81 -0.02 -2.12  0.140

(4)
Density functional theory data (ωB97M-V/def2-TZVPD) for one molecule with the formula C10H21.

As for the expectation value of S²: 0.755. As for the spin multiplicity: 2. The energy above the lowest of the compared OMol25 structures with the same formula, charge and spin comes out at 0.815 eV. Its lowest unoccupied orbital energy (spin up / spin down) is 1.1 / 0.5 eV. For the HOMO energy (spin up / spin down), the calculation gives -7.36 / -10.21 eV.

Last column: Löwdin charge in e.
Atoms and positions in Å:
C -1.13 -0.11 0.28  -0.133
C 0.19 0.45 0.79  -0.137
C 1.36 -0.28 1.33  -0.218
H -1.85 0.71 0.09  0.070
H -1.12 -0.61 -0.67  0.055
H -1.56 -0.85 1.00  0.078
H 0.25 1.54 0.63  0.084
H 2.32 0.23 0.83  0.144
H 1.23 -1.35 1.20  0.091
C 2.22 -3.66 6.53  -0.087
C 2.22 -3.07 5.12  -0.456
C 2.71 -4.08 4.09  -0.082
C 3.08 -1.80 4.97  -0.151
C 3.21 -1.10 3.49  -0.313
C 4.21 0.05 3.76  -0.106
C 1.85 -0.60 2.81  -0.156
H 3.21 -4.01 6.83  0.078
H 1.88 -2.97 7.29  0.071
H 1.56 -4.51 6.61  0.073
H 1.19 -2.77 4.92  0.118
H 3.74 -4.36 4.33  0.087
H 2.09 -4.98 4.07  0.078
H 2.68 -3.63 3.09  0.067
H 2.83 -1.09 5.78  0.115
H 4.11 -2.13 5.24  0.113
H 3.78 -1.89 3.00  0.106
H 4.41 0.53 2.80  0.066
H 3.80 0.80 4.46  0.080
H 5.18 -0.30 4.19  0.084
H 1.61 0.28 3.35  0.088
H 1.13 -1.37 3.12  0.091

(5)
Density functional theory data (ωB97M-V/def2-TZVPD) for C6H12Br2F6NO9S2V as an isolated structure.

As for the spin multiplicity: 1. Its lowest unoccupied orbital energy is 0.2 eV. As for the total charge: -2. For the HOMO energy, the calculation gives -3.17 eV.

Last column: Löwdin charge in e.
Atoms and positions in Å:
O -2.54 0.99 -2.44  -0.305
V -2.60 -0.58 -2.78  1.205
O -1.51 -0.95 -3.89  -0.286
C 4.52 4.96 1.65  -0.020
C 4.94 4.59 0.20  -0.255
C 6.42 4.17 0.01  -0.188
O 6.61 3.08 0.89  -0.213
C 7.93 2.42 0.99  -0.021
N 4.02 3.49 -0.38  0.237
H 3.02 3.59 -0.28  0.172
H 4.12 3.07 -1.29  0.173
H 4.09 2.67 0.20  0.163
H 3.46 5.23 1.67  0.091
H 5.10 5.84 1.93  0.098
H 4.70 4.12 2.31  0.091
H 4.65 5.48 -0.37  0.144
H 7.14 4.95 0.27  0.131
H 6.66 3.95 -1.03  0.127
H 8.05 1.73 0.16  0.090
H 8.03 1.94 1.96  0.094
H 8.71 3.18 0.94  0.082
C -2.51 -8.22 -0.15  -0.682
F -1.89 -7.45 0.73  0.128
F -1.79 -9.35 -0.11  0.079
F -3.72 -8.50 0.28  0.132
S -2.50 -7.55 -1.97  0.461
O -3.24 -8.47 -2.80  -0.357
O -3.24 -6.22 -1.83  -0.411
O -1.17 -7.32 -2.43  -0.350
C -9.65 -0.67 1.68  -0.760
F -9.64 -1.88 2.11  0.165
F -10.15 -0.61 0.44  0.113
F -10.28 0.11 2.47  0.162
S -7.80 0.00 1.64  0.458
O -7.06 -0.82 0.63  -0.393
O -7.86 1.40 1.26  -0.379
O -7.35 -0.18 3.00  -0.365
Br 0.42 -1.80 0.95  -0.848
Br -6.07 -0.40 -6.62  -0.766

(6)
Density functional theory data (ωB97M-V/def2-TZVPD) for one molecule with the formula C4H6BrNO.

As for the spin multiplicity: 1. The energy above the lowest of the compared OMol25 structures with the same formula, charge and spin comes out at 0.857 eV. Its lowest unoccupied orbital energy is 0.7 eV. As for the structure (SMILES): NC(=O)C1(Br)CC1. For the HOMO energy, the calculation gives -9.67 eV.

Last column: Löwdin charge in e.
Atoms and positions in Å:
N -1.56 -1.51 0.64  0.165
C -0.69 -1.08 -0.26  -0.504
O -0.23 -1.70 -1.16  0.075
C -0.06 0.44 0.17  -0.752
Br -0.58 1.02 1.84  0.850
C 0.53 1.58 -0.73  -0.111
C 1.36 0.40 -0.27  -0.174
H -1.65 -1.00 1.46  -0.014
H -1.68 -2.44 0.63  0.076
H 0.48 2.46 -0.08  0.080
H 0.25 1.54 -1.78  0.104
H 1.63 -0.39 -0.91  0.082
H 2.18 0.68 0.44  0.123

(7)
Density functional theory data (ωB97M-V/def2-TZVPD) for C38H72F6HfN4O10S2 as an isolated structure.

As for the spin multiplicity: 1. Its lowest unoccupied orbital energy is -0.4 eV. For the HOMO energy, the calculation gives -6.07 eV.

Last column: Löwdin charge in e.
Atoms and positions in Å:
Hf 0.01 -0.82 0.09  2.016
C -3.10 2.68 -3.39  -0.043
C -1.63 2.02 -3.37  -0.368
C -0.84 2.76 -4.50  -0.175
C -0.33 4.14 -4.17  -0.171
C 0.40 4.15 -2.82  -0.153
C -0.33 3.49 -1.63  -0.438
N -0.78 2.18 -2.04  -0.113
O -0.78 1.08 -1.11  -0.344
C -1.56 4.34 -1.12  -0.019
C 0.84 3.58 -0.50  -0.027
C -1.77 0.57 -3.94  -0.032
H -3.67 2.34 -2.53  0.052
H -3.71 2.66 -4.29  0.075
H -3.16 3.76 -3.32  0.055
H -1.55 2.82 -5.32  0.113
H 0.01 2.16 -4.82  0.100
H -1.10 4.90 -4.14  0.101
H 0.31 4.33 -5.03  0.110
H 0.71 5.15 -2.51  0.113
H 1.39 3.71 -2.93  0.102
H -1.92 5.13 -1.78  0.069
H -1.14 4.82 -0.23  0.063
H -2.39 3.68 -0.88  0.065
H 1.70 2.97 -0.76  0.051
H 0.61 3.12 0.46  0.030
H 1.12 4.62 -0.32  0.087
H -0.74 0.21 -3.96  0.054
H -2.12 0.68 -4.97  0.083
H -2.40 -0.12 -3.38  0.064
C -1.82 2.39 1.82  -0.027
C -2.25 1.63 3.12  -0.429
C -3.65 2.20 3.49  -0.151
C -4.48 1.37 4.47  -0.220
C -4.52 -0.02 3.99  -0.185
C -3.18 -0.73 3.78  -0.424
N -2.34 0.14 2.84  -0.138
O -1.28 -0.53 2.18  -0.335
C -3.62 -2.10 3.23  -0.032
C -2.45 -0.95 5.15  -0.020
C -1.31 1.94 4.34  -0.028
H -0.75 2.37 1.62  0.041
H -2.22 3.40 1.94  0.081
H -2.35 2.11 0.91  0.058
H -4.31 2.39 2.65  0.115
H -3.48 3.09 4.09  0.115
H -5.45 1.86 4.59  0.118
H -4.01 1.48 5.45  0.100
H -5.11 0.13 3.09  0.122
H -5.10 -0.56 4.74  0.121
H -2.95 -2.89 3.58  0.068
H -3.49 -2.30 2.16  0.041
H -4.60 -2.42 3.58  0.090
H -3.10 -1.66 5.65  0.077
H -2.32 -0.11 5.83  0.067
H -1.53 -1.51 4.99  0.060
H -0.64 1.08 4.34  0.054
H -1.81 1.98 5.31  0.065
H -0.77 2.88 4.21  0.079
C 4.02 1.50 -2.43  -0.043
C 3.39 0.21 -2.96  -0.452
C 4.19 -0.29 -4.19  -0.140
C 5.50 -1.01 -3.78  -0.205
C 5.14 -2.14 -2.85  -0.142
C 4.35 -1.76 -1.53  -0.442
N 3.26 -0.87 -1.91  -0.132
O 2.24 -0.61 -0.95  -0.330
C 5.36 -1.14 -0.48  -0.022
C 3.68 -3.08 -1.03  -0.032
C 2.07 0.67 -3.66  -0.045
H 3.49 2.24 -1.83  0.057
H 4.05 2.17 -3.30  0.073
H 5.05 1.39 -2.09  0.068
H 4.53 0.58 -4.74  0.111
H 3.69 -0.99 -4.86  0.121
H 6.21 -0.38 -3.25  0.097
H 6.01 -1.32 -4.70  0.109
H 6.14 -2.48 -2.59  0.109
H 4.68 -2.88 -3.51  0.119
H 5.97 -0.32 -0.87  0.058
H 6.07 -1.89 -0.12  0.075
H 4.79 -0.67 0.32  0.048
H 4.39 -3.90 -0.92  0.083
H 2.91 -3.48 -1.70  0.059
H 3.15 -2.97 -0.09  0.040
H 2.28 1.35 -4.48  0.081
H 1.37 1.18 -2.99  0.061
H 1.72 -0.27 -4.07  0.082
C -1.30 -4.66 1.39  -0.655
F -1.02 -5.34 2.51  0.155
F -2.29 -5.40 0.85  0.123
F -1.74 -3.45 1.63  0.112
S 0.15 -4.56 0.19  0.774
O 1.33 -4.68 1.07  -0.289
O -0.10 -5.68 -0.71  -0.274
N -0.06 -2.95 -0.59  -0.425
S -0.24 -3.16 -2.13  0.651
O -0.30 -1.70 -2.30  -0.382
O 0.83 -3.91 -2.76  -0.249
C -1.95 -4.09 -2.61  -0.562
F -1.56 -5.30 -3.11  0.122
F -2.58 -4.42 -1.48  0.118
F -2.61 -3.35 -3.47  0.188
C 3.24 2.18 1.50  0.018
C 2.03 1.39 2.07  -0.341
O 1.20 0.85 1.35  -0.088
C 2.00 1.06 3.62  0.021
H 3.86 1.73 0.73  0.080
H 3.95 2.42 2.29  0.075
H 2.84 3.14 1.17  0.072
H 1.34 0.19 3.69  0.041
H 1.71 1.88 4.28  0.086
H 3.03 0.73 3.80  0.081
C -4.16 0.20 -0.51  0.025
C -3.50 -1.21 -0.35  -0.364
O -2.30 -1.43 -0.26  -0.090
C -4.45 -2.43 -0.24  -0.007
H -4.94 0.10 -1.26  0.086
H -3.34 0.75 -0.98  0.049
H -4.54 0.61 0.43  0.083
H -5.02 -2.59 -1.16  0.091
H -5.21 -2.20 0.50  0.086
H -3.90 -3.31 0.10  0.059
C 1.19 -2.50 4.16  0.007
C 1.96 -2.24 2.91  -0.392
O 1.37 -1.89 1.85  -0.092
C 3.48 -2.33 2.97  0.017
H 0.35 -3.15 3.92  0.089
H 0.83 -1.60 4.66  0.086
H 1.77 -3.09 4.87  0.092
H 4.09 -1.60 2.42  0.078
H 3.82 -3.28 2.55  0.102
H 3.76 -2.29 4.02  0.082

(8)
Density functional theory data (ωB97M-V/def2-TZVPD) for a 2-piece molecular cluster, C6H13NO overall.

As for the spin multiplicity: 1. The energy above the lowest of the compared OMol25 structures with the same formula, charge and spin comes out at 1.744 eV. Its lowest unoccupied orbital energy is 0.9 eV. As for the structure (SMILES): C/C=C/C(C)=C/N.O. For the HOMO energy, the calculation gives -8.04 eV.

Last column: Löwdin charge in e.
Atoms and positions in Å:
C 1.77 2.48 -0.20  -0.104
C 0.66 1.49 -0.05  -0.173
C 0.84 0.26 0.43  -0.125
C -0.23 -0.75 0.68  -0.303
C 0.12 -2.14 0.13  -0.056
C -1.44 -0.41 1.10  -0.176
N -2.53 -1.29 1.24  0.045
H 2.76 2.01 -0.24  0.074
H 1.85 3.15 0.66  0.073
H 1.62 3.13 -1.06  0.070
H -0.33 1.83 -0.33  0.103
H 1.81 -0.06 0.79  0.116
H 0.94 -1.99 -0.57  0.062
H -0.73 -2.55 -0.41  0.076
H 0.46 -2.86 0.87  0.077
H -1.69 0.62 1.31  0.112
H -2.22 -2.25 1.26  0.067
H -3.02 -1.08 2.10  0.077
O -0.07 0.16 -2.92  -0.054
H -0.93 0.47 -2.62  0.037
H 0.36 -0.24 -2.16  0.001

Number 1: strongest force on any atom 0.77 eV/A. Number 2: strongest force on any atom 4.39 eV/A. Number 3: strongest force on any atom 1.28 eV/A. Number 4: strongest force on any atom 3.48 eV/A. Number 5: strongest force on any atom 5.85 eV/A. Number 6: strongest force on any atom 4.46 eV/A. Number 7: strongest force on any atom 7.02 eV/A. Number 8: strongest force on any atom 1.13 eV/A.